# 1
{
  "formula": "C27H29MnN4O6P2",
  "method": "ωB97M-V with the def2-TZVPD basis set",
  "e_lumo_ha": [-0.28057, -0.24418],
  "e_tot_ev": -96596.3722,
  "total_charge": 2,
  "s2": 6.15,
  "relative_energy_ev": 0.331,
  "multiplicity": 5,
  "species": ["C", "C", "H", "C", "H", "O", "P", "N", "Mn", "C", "C", "C", "C", "H", "C", "H", "H", "C", "C", "C", "H", "C", "H", "H", "H", "N", "O", "H", "H", "O", "O", "H", "H", "C", "P", "H", "H", "C", "C", "C", "N", "O", "C", "C", "H", "H", "C", "C", "H", "H", "C", "C", "H", "C", "C", "N", "C", "H", "H", "H", "H", "H", "H", "H", "C", "O", "H", "H", "C"],
  "positions_angstrom": [[2.268, -1.202, 2.062], [4.140, 3.231, 2.518], [-0.836, 0.745, -5.516], [1.441, 0.030, -4.431], [0.639, 2.552, -4.962], [-0.794, -3.992, 1.453], [0.733, 1.037, 2.318], [-4.427, -0.744, -2.090], [-0.130, -0.495, 0.750], [-4.151, -1.873, -1.183], [1.894, 2.399, 2.337], [2.753, -2.454, 2.410], [1.418, 3.702, 2.178], [-2.164, -1.209, -0.912], [2.308, 4.763, 2.195], [-3.261, -4.812, 1.100], [3.392, -3.000, 1.730], [-0.893, 0.478, -4.461], [2.403, -3.002, 3.633], [-3.523, -3.983, 0.456], [0.778, -1.854, -2.661], [-5.140, -2.794, -0.887], [-2.016, 1.089, -2.121], [2.566, -0.764, 1.111], [2.609, 0.340, -1.964], [-0.724, 1.691, -3.659], [-2.642, 0.047, 3.807], [3.630, 1.158, 2.660], [0.423, -0.542, 4.853], [-1.571, -0.389, 1.905], [-3.461, -0.057, -2.445], [0.693, 3.180, -3.289], [-6.132, -2.682, -1.301], [1.578, -2.305, 4.511], [0.187, 0.240, -1.552], [1.940, 5.775, 2.091], [2.565, 1.737, -3.898], [3.258, 2.162, 2.504], [1.766, 1.011, -2.129], [-2.878, -1.971, -0.671], [0.157, -0.500, -4.165], [-0.325, -2.213, 0.189], [3.667, 4.527, 2.364], [0.529, 2.298, -3.908], [-0.537, 1.549, 4.338], [1.313, -2.743, 5.463], [-2.549, -3.040, 0.139], [1.430, -0.496, 2.938], [1.530, 0.341, -5.472], [1.953, 1.943, -1.593], [0.028, -1.080, -2.830], [1.087, -1.058, 4.171], [0.360, 3.903, 2.058], [-1.759, 0.289, 3.046], [-1.001, 1.474, -2.240], [1.684, 1.315, -3.597], [-0.746, 1.412, 3.278], [-5.560, -4.592, 0.194], [-0.951, -1.546, -2.730], [5.196, 3.054, 2.669], [-1.870, 0.042, -4.256], [-1.187, 2.342, 2.912], [4.358, 5.360, 2.389], [2.767, -3.982, 3.907], [-1.162, -3.168, 0.667], [-5.555, -0.567, -2.464], [-0.926, 2.415, -1.691], [2.238, -0.666, -4.176], [-4.809, -3.855, -0.052]]
}



# 2
{
  "formula": "C29H56BF2N3O8",
  "method": "ωB97M-V with the def2-TZVPD basis set",
  "e_lumo_ha": 0.00373,
  "e_tot_ev": -57939.8698,
  "total_charge": 0,
  "smiles": "CCOC[C@@]1(B(O)OC)NC(=O)[C@](N)(CCCOC(C)=O)[C@@]1(CCF)C(=O)NC(=O)F.CCCCCC.CCCCCC",
  "relative_energy_ev": 4.486,
  "species": ["C", "H", "C", "H", "H", "C", "O", "H", "H", "H", "H", "C", "H", "H", "H", "C", "H", "C", "C", "O", "H", "H", "H", "H", "C", "H", "H", "H", "F", "H", "C", "H", "C", "O", "C", "H", "H", "N", "C", "H", "H", "H", "H", "H", "H", "C", "O", "F", "H", "H", "O", "H", "O", "H", "C", "H", "N", "B", "H", "C", "C", "C", "N", "C", "H", "H", "H", "H", "H", "H", "H", "H", "C", "H", "H", "H", "H", "H", "C", "C", "H", "C", "C", "H", "H", "C", "C", "C", "H", "C", "O", "C", "H", "C", "H", "H", "H", "H", "O"],
  "positions_angstrom": [[5.058, 2.219, -1.002], [-3.284, 0.136, 1.923], [0.683, 5.804, 0.769], [-0.721, -3.572, -1.891], [-5.476, 1.473, 1.192], [4.815, -0.514, 0.514], [-3.497, 3.922, -1.296], [-0.355, -3.436, -3.615], [2.580, 1.360, 5.602], [5.316, 2.239, 0.061], [-0.254, -2.199, 3.466], [-2.637, -6.482, -1.991], [-0.874, 3.590, -2.083], [2.462, -1.911, 2.312], [-1.619, -0.350, 3.137], [3.601, 2.628, -1.183], [-0.842, 5.340, -0.793], [-1.167, -0.463, -0.152], [5.384, 0.852, -1.607], [-1.405, 4.302, 5.042], [-4.035, -8.148, -4.721], [6.628, -1.699, 0.421], [-3.730, 0.382, 0.173], [-4.160, -5.015, -2.427], [3.140, -0.660, 4.720], [0.197, -2.135, 1.684], [-3.268, -6.955, -1.230], [-1.620, -6.495, -1.585], [-4.631, 2.061, 2.993], [-2.272, -8.326, -3.021], [-2.322, -4.218, -3.201], [2.055, -0.147, 2.770], [-1.880, 1.641, 0.829], [2.112, -1.617, 4.367], [1.783, -1.250, 2.969], [1.872, -0.159, 6.513], [-4.492, -6.542, -4.151], [0.661, 0.792, 0.783], [-3.322, 0.948, 1.098], [-1.991, 0.089, -1.830], [-0.059, 0.608, 3.218], [6.462, 0.679, -1.524], [3.437, 3.626, -0.768], [4.953, -1.247, -1.503], [4.192, -1.354, 0.840], [-4.483, 1.958, 1.542], [4.218, -0.561, 4.068], [-3.389, 4.460, 3.929], [-2.774, -3.221, -3.266], [3.333, 2.654, -2.243], [-3.606, 1.889, -2.672], [-3.022, -4.528, -1.191], [-1.366, -1.693, -0.274], [1.056, 5.006, 1.513], [0.224, 4.997, -0.556], [5.692, 2.970, -1.485], [-1.297, 0.567, -1.230], [-2.964, 2.610, -1.566], [4.450, 0.366, 1.054], [-0.485, 2.859, -1.271], [4.630, -0.332, -0.993], [-1.868, 2.877, 1.877], [-1.600, 2.751, 3.321], [-2.123, 3.869, 4.105], [6.916, 0.034, 0.666], [6.317, -0.958, 1.996], [-1.786, 1.261, -3.713], [-4.438, 3.869, -1.611], [-3.293, 1.816, -4.750], [-0.331, -5.020, -2.838], [-0.207, 6.334, 1.255], [1.187, -0.056, 0.543], [2.782, 0.290, 5.974], [-2.425, -4.667, -4.194], [1.092, 1.334, 1.539], [3.709, 0.309, 6.642], [-2.309, 3.099, -3.807], [1.504, 6.573, 0.584], [-2.669, -7.333, -3.261], [0.211, -1.526, 2.649], [2.922, 1.942, -0.671], [-0.787, 0.462, 1.103], [-2.662, 1.996, -3.808], [5.167, 0.878, -2.681], [0.258, 2.171, -1.832], [-0.648, -0.154, 2.574], [-0.847, -4.057, -2.862], [6.255, -0.798, 0.917], [-4.740, -7.956, -3.110], [-1.701, 1.950, -0.730], [0.279, 3.558, -0.265], [-3.097, -5.031, -2.163], [-4.455, 2.982, 1.029], [-4.067, -7.500, -3.841], [3.560, -0.231, -1.206], [-0.568, 2.743, 3.464], [-2.004, -6.913, -4.021], [0.906, 5.285, -1.437], [-2.132, 4.017, 1.383]]
}



# 3
{
  "formula": "C3H6O3",
  "method": "ωB97M-V with the def2-TZVPD basis set",
  "e_lumo_ha": 0.03100,
  "e_tot_ev": -9347.8865,
  "total_charge": 0,
  "smiles": "CCC(=O)OO",
  "relative_energy_ev": 3.430,
  "species": ["H", "H", "C", "O", "O", "H", "O", "C", "H", "C", "H", "H"],
  "positions_angstrom": [[1.228, -0.127, 1.355], [0.888, -1.547, -0.765], [0.789, 0.306, 0.398], [-2.759, -0.030, -0.465], [-1.352, -0.271, -0.412], [1.355, -0.201, -1.787], [-1.356, 1.047, 1.373], [1.318, -0.597, -0.676], [2.328, -0.801, -0.532], [-0.701, 0.387, 0.583], [1.087, 1.396, 0.465], [-2.825, 0.438, 0.463]]
}



# 4
{
  "formula": "C4H6N4",
  "method": "ωB97M-V with the def2-TZVPD basis set",
  "e_lumo_ha": 0.02307,
  "e_tot_ev": -10200.9489,
  "total_charge": 0,
  "relative_energy_ev": 4.991,
  "species": ["H", "H", "C", "C", "H", "H", "N", "N", "C", "C", "H", "H", "N", "N"],
  "positions_angstrom": [[-0.474, 1.414, -1.281], [-2.841, -0.868, 0.218], [-0.921, -0.302, 0.430], [-0.502, 1.145, -0.004], [-0.777, 2.074, 0.666], [-1.806, -1.860, -0.986], [0.785, 0.564, 0.144], [-2.024, -0.887, -0.368], [0.563, -0.800, 0.325], [2.110, 0.552, -0.157], [-1.049, -0.116, 1.494], [2.656, 1.351, -0.500], [1.620, -1.582, 0.099], [2.662, -0.686, -0.080]]
}